{"formula": "C54H118O27S6", "method": "ωB97M-V/def2-TZVPD", "elements": ["O", "S", "O", "C", "C", "C", "C", "H", "H", "H", "H", "H", "H", "H", "H", "O", "S", "O", "C", "C", "C", "C", "H", "H", "H", "H", "H", "H", "H", "H", "O", "S", "O", "C", "C", "C", "C", "H", "H", "H", "H", "H", "H", "H", "H", "O", "S", "O", "C", "C", "C", "C", "H", "H", "H", "H", "H", "H", "H", "H", "O", "S", "O", "C", "C", "C", "C", "H", "H", "H", "H", "H", "H", "H", "H", "O", "S", "O", "C", "C", "C", "C", "H", "H", "H", "H", "H", "H", "H", "H", "C", "O", "C", "C", "O", "C", "C", "O", "C", "H", "H", "H", "H", "H", "H", "H", "H", "H", "H", "H", "H", "H", "H", "C", "O", "C", "C", "O", "C", "C", "O", "C", "H", "H", "H", "H", "H", "H", "H", "H", "H", "H", "H", "H", "H", "H", "C", "O", "C", "C", "O", "C", "C", "O", "C", "H", "H", "H", "H", "H", "H", "H", "H", "H", "H", "H", "H", "H", "H", "C", "O", "C", "C", "O", "C", "C", "O", "C", "H", "H", "H", "H", "H", "H", "H", "H", "H", "H", "H", "H", "H", "H", "C", "O", "C", "C", "O", "C", "C", "O", "C", "H", "H", "H", "H", "H", "H", "H", "H", "H", "H", "H", "H", "H", "H"], "coordinates": [[-4.641776, -2.210755, -4.124148], [-4.422510, -2.606865, -5.518111], [-5.340089, -3.465124, -6.171882], [-4.202606, -1.172340, -6.462929], [-2.691874, -1.002123, -6.566268], [-1.912315, -2.064625, -5.735063], [-2.777133, -3.272529, -5.568816], [-4.703949, -0.312272, -6.013565], [-4.692727, -1.438001, -7.426956], [-2.397635, -0.979783, -7.617271], [-2.445604, -0.036559, -6.223080], [-1.641823, -1.659137, -4.754163], [-0.991433, -2.289614, -6.256941], [-2.690793, -3.878927, -4.657217], [-2.643365, -4.008593, -6.381396], [-2.865400, 2.686025, -1.604476], [-4.150867, 2.024327, -1.826630], [-5.014471, 2.588939, -2.782618], [-3.939571, 0.328386, -2.204957], [-4.330919, -0.417231, -0.885828], [-5.442485, 0.413088, -0.218568], [-5.043599, 1.863901, -0.326676], [-2.952828, 0.219276, -2.534479], [-4.682875, 0.176632, -2.928664], [-4.630582, -1.448984, -1.097945], [-3.454012, -0.545630, -0.183743], [-5.677831, 0.107277, 0.806060], [-6.418531, 0.165193, -0.688369], [-4.188089, 2.090953, 0.356919], [-5.767104, 2.698635, -0.395082], [5.292493, -0.376680, -1.223973], [5.869508, 0.667181, -0.406484], [6.217746, 0.421983, 0.962918], [7.284718, 1.358607, -1.256293], [7.030551, 2.882608, -1.237406], [5.575845, 3.128561, -1.499639], [4.864449, 2.154253, -0.534564], [7.275018, 1.167044, -2.327743], [8.132769, 0.877097, -0.796558], [7.230546, 3.454592, -0.297344], [7.722261, 3.263009, -2.023781], [5.440934, 2.905718, -2.534237], [5.306215, 4.157631, -1.316669], [3.877842, 1.909507, -0.882829], [4.704464, 2.605597, 0.439372], [1.876734, 4.945702, -5.815676], [0.872342, 4.527896, -4.887302], [0.830362, 4.974677, -3.557899], [-0.807584, 4.768339, -5.479101], [-1.334420, 3.273953, -5.625109], [-0.551376, 2.500873, -4.569977], [0.876205, 2.786886, -4.827029], [-0.922291, 5.420960, -6.346187], [-1.219684, 5.188991, -4.565106], [-2.470196, 3.252057, -5.357594], [-1.253075, 2.748951, -6.549895], [-0.880220, 1.462230, -4.689064], [-0.827490, 2.759503, -3.617382], [1.253798, 2.541001, -5.808406], [1.599516, 2.478481, -4.064236], [3.795751, 5.759877, 0.036564], [2.533769, 5.904915, 0.725825], [2.239728, 4.999018, 1.820017], [2.143396, 7.598629, 1.443168], [0.722282, 7.873607, 1.063408], [0.609139, 7.203593, -0.374045], [1.155498, 5.829000, -0.459450], [2.896327, 8.265119, 1.026299], [2.356287, 7.415564, 2.487764], [-0.006735, 7.479628, 1.778145], [0.511441, 8.928657, 0.860066], [1.224717, 7.779241, -1.101333], [-0.416795, 7.352943, -0.689846], [1.579796, 5.459768, -1.438677], [0.520393, 5.086361, 0.056495], [-0.307053, -0.214712, -2.797181], [0.683139, 0.320653, -1.869364], [1.562844, 1.368322, -2.346590], [-0.130617, 0.863211, -0.387547], [1.042096, 0.862318, 0.607052], [1.879480, -0.392425, 0.342222], [1.687625, -0.955253, -1.127628], [-0.861444, 0.072236, -0.190239], [-0.670449, 1.807797, -0.476176], [1.660542, 1.754747, 0.470572], [0.649668, 0.910892, 1.610561], [1.629636, -1.213918, 1.034633], [2.922620, -0.129521, 0.511433], [1.243368, -1.927100, -1.163192], [2.657912, -0.997688, -1.641953], [9.422029, -2.712359, -5.318015], [8.204408, -2.146341, -4.835748], [7.734061, -2.695865, -3.714941], [6.327043, -2.348813, -3.279168], [5.375033, -2.986949, -4.094955], [4.198934, -2.260712, -3.876925], [2.942260, -3.052642, -4.141467], [2.529300, -3.611454, -2.864274], [1.444735, -4.503372, -3.072491], [9.216698, -3.673106, -5.866342], [10.073821, -2.936756, -4.465604], [9.842299, -2.041283, -6.079148], [8.510929, -2.541421, -2.940411], [7.622642, -3.845097, -3.754143], [6.102085, -1.189715, -3.313429], [6.227564, -2.544546, -2.202646], [4.145793, -1.342946, -4.500309], [4.249495, -1.981387, -2.826665], [2.988333, -3.869660, -4.843763], [2.115791, -2.307577, -4.513647], [1.084250, -4.829141, -2.097600], [1.803447, -5.331852, -3.738395], [0.596801, -4.031834, -3.432283], [-1.737682, -2.924523, -1.797839], [-1.031530, -2.608720, -0.655511], [-1.221071, -3.449468, 0.453578], [0.032160, -4.056605, 1.102264], [0.516182, -5.126777, 0.227511], [1.676665, -5.784951, 0.745512], [2.934572, -5.062120, 0.322491], [3.074527, -3.778662, 0.881017], [4.098715, -3.067264, 0.253213], [-1.525726, -2.228008, -2.599038], [-2.831169, -2.807167, -1.685817], [-1.378928, -3.920706, -2.148935], [-1.923193, -4.232508, 0.192278], [-1.687747, -2.875538, 1.232965], [-0.257665, -4.406592, 2.077768], [0.861106, -3.384648, 1.229643], [1.701789, -6.782610, 0.305800], [1.572532, -5.907760, 1.783252], [3.026274, -5.042774, -0.722454], [3.819469, -5.657963, 0.722809], [5.050196, -3.670445, 0.148439], [4.208914, -2.085824, 0.762308], [3.872229, -2.803032, -0.793711], [-5.065430, -6.110116, 4.945044], [-4.903513, -5.006344, 5.699252], [-5.210200, -3.799058, 5.149283], [-4.765682, -2.674542, 6.048199], [-4.258956, -1.562998, 5.296345], [-5.214426, -0.631796, 4.880646], [-4.599246, 0.534995, 4.175500], [-4.234308, 0.371022, 2.819950], [-2.858044, 0.077390, 2.602452], [-4.418291, -6.188271, 4.030730], [-6.075440, -6.198031, 4.587081], [-4.901688, -7.012310, 5.581374], [-6.263540, -3.718626, 4.878569], [-4.687550, -3.649721, 4.197292], [-3.886426, -3.023086, 6.645859], [-5.585780, -2.285891, 6.699792], [-5.832011, -0.352362, 5.781134], [-5.924297, -1.019157, 4.070029], [-3.706201, 0.975041, 4.689320], [-5.425786, 1.265823, 4.147318], [-2.736587, -0.984973, 2.783827], [-2.245978, 0.685416, 3.202622], [-2.661891, 0.188977, 1.555061], [-2.247502, -4.865568, 8.501907], [-1.839602, -3.976716, 7.497510], [-1.402593, -4.763444, 6.361061], [-1.374396, -3.750433, 5.261013], [-0.304001, -2.841423, 5.553143], [-0.051515, -1.961421, 4.465139], [1.420294, -1.519314, 4.699025], [1.705250, -0.499018, 3.763137], [3.068477, -0.141936, 3.911552], [-2.385337, -4.315365, 9.399916], [-1.492447, -5.689908, 8.685370], [-3.195910, -5.365360, 8.303934], [-2.103527, -5.516348, 6.041980], [-0.403306, -5.173238, 6.547756], [-2.298454, -3.225978, 5.162298], [-1.141267, -4.247387, 4.261189], [-0.766301, -1.138373, 4.391187], [-0.020385, -2.559866, 3.539873], [2.100060, -2.421976, 4.646833], [1.414557, -1.091630, 5.752833], [3.794986, -0.779469, 3.313715], [3.304967, -0.105025, 4.997551], [3.192630, 0.836936, 3.499281], [-3.126304, 5.448209, -1.481803], [-3.561794, 5.523127, -0.159430], [-2.413240, 5.291780, 0.701692], [-2.836677, 5.734881, 2.088062], [-3.398314, 4.543175, 2.723919], [-3.226629, 4.304086, 4.138667], [-1.771819, 4.007496, 4.464616], [-1.330924, 2.739133, 3.932280], [0.103652, 2.515573, 4.094213], [-2.397899, 4.700523, -1.698355], [-2.763891, 6.438006, -1.731267], [-3.932967, 5.339124, -2.238636], [-1.542464, 5.919388, 0.431998], [-2.133392, 4.246885, 0.707067], [-3.529528, 6.531568, 1.869300], [-2.023097, 6.204035, 2.691440], [-3.810441, 3.435048, 4.285757], [-3.510297, 5.218745, 4.603141], [-1.728855, 3.838696, 5.609690], [-1.067587, 4.746266, 4.188402], [0.706502, 3.079061, 3.411831], [0.203134, 1.481975, 3.772921], [0.343415, 2.567399, 5.182460]], "atomic_forces_ev_per_a": [[0.123, -0.285, -0.948], [-0.147, 0.047, 2.652], [-1.149, -1.082, -0.521], [-0.125, 0.241, -1.367], [0.229, -0.207, -0.586], [0.385, 0.839, 0.197], [-0.058, -1.348, -0.406], [-0.024, -0.331, 0.084], [0.429, 0.473, 0.557], [0.061, -0.419, 0.054], [0.438, 1.169, 0.583], [-0.055, 0.099, -0.208], [0.242, -0.159, 0.036], [0.191, 0.535, 0.019], [-0.450, 0.532, 0.007], [-0.545, -1.067, 0.092], [1.978, 0.203, 0.923], [-1.616, 1.299, -2.267], [-0.650, -0.243, 2.458], [1.101, -0.269, 0.329], [-1.484, -0.935, -0.009], [1.310, 0.873, 0.714], [1.453, -0.582, -0.632], [-0.760, -0.659, -1.249], [-0.213, 0.294, -0.125], [-0.714, 0.452, -0.835], [0.738, 0.196, 0.050], [0.561, 0.557, -0.399], [-1.141, -0.024, 0.295], [0.144, -0.726, 0.558], [-0.240, -0.174, 0.403], [-0.236, 0.906, -1.156], [-0.012, -0.278, 0.402], [-0.757, 0.645, -0.030], [2.314, 0.979, 0.851], [0.163, -0.901, 0.382], [-0.571, 0.701, -0.386], [-0.255, -0.832, 0.072], [0.555, 0.436, 0.186], [0.501, -0.961, -0.418], [-0.656, 0.270, 0.565], [-0.896, -0.331, -0.778], [-0.212, 0.180, 0.101], [-0.460, -0.498, -0.344], [0.448, -0.008, 0.293], [0.535, 0.780, -0.339], [-0.059, -0.870, -2.495], [0.427, 1.618, 3.103], [-0.331, -1.485, -0.455], [-2.313, 1.614, 2.071], [-1.015, -2.087, -2.480], [1.152, -0.024, -0.036], [0.251, -0.126, 0.177], [-0.580, 0.172, -0.308], [1.894, 0.116, -0.465], [0.426, 0.315, -1.067], [0.654, -0.106, 0.206], [-0.637, 0.847, 2.470], [-0.152, -0.641, -0.383], [-0.365, 0.087, -0.205], [0.019, 0.482, 0.239], [-0.696, -0.015, 0.372], [0.131, -0.177, -0.054], [1.399, -1.070, -0.143], [0.109, -0.455, -1.840], [-0.359, 1.960, -0.598], [0.753, -1.545, 0.783], [-0.217, 0.244, -0.071], [-0.052, 0.211, 0.266], [0.166, -0.067, -0.180], [0.132, -0.110, 0.497], [-0.398, 0.196, 0.616], [-0.182, -0.475, -0.350], [-0.815, 0.578, 1.025], [0.091, 0.096, -0.661], [0.482, 0.138, 0.155], [-0.922, -0.364, -0.848], [0.152, -0.142, 0.359], [0.411, -0.169, 0.407], [-0.597, 0.211, -0.408], [0.178, -1.049, -0.088], [0.981, 1.422, 0.966], [0.132, -0.049, 0.154], [0.225, -0.031, -0.417], [-0.193, -0.005, -0.138], [0.053, -0.191, 0.418], [0.057, 0.449, -0.149], [0.100, -0.262, -0.051], [-0.602, -0.340, -0.014], [-0.407, 0.245, -0.043], [-0.993, -0.785, -0.486], [0.555, 1.277, -2.947], [-0.356, -3.307, 2.561], [0.895, 3.228, -0.354], [0.379, -0.125, 0.126], [-0.830, 0.050, -0.647], [-1.827, 1.310, 1.306], [-0.242, 0.177, -1.051], [1.942, -1.231, 0.972], [0.066, 0.580, 0.627], [0.277, 0.243, -0.271], [0.029, 0.024, 0.640], [-0.636, 0.092, 0.492], [0.530, 1.053, -0.386], [0.859, -1.948, -0.191], [-0.185, -0.508, -0.196], [0.435, -0.262, 0.263], [-0.843, 0.348, 0.071], [0.522, -0.143, -0.538], [1.227, -1.277, 0.625], [0.512, -0.518, 0.129], [-0.678, 0.399, 0.585], [-1.615, 1.257, -1.548], [-0.472, -0.894, -1.130], [1.194, 1.013, 0.747], [0.350, -0.308, 0.391], [-0.035, -0.599, -2.323], [-0.552, 0.319, 0.913], [-0.304, 0.817, -1.819], [1.485, -1.226, 2.425], [-0.697, 0.073, 0.033], [1.007, 0.779, -0.839], [0.572, 0.368, 0.126], [0.228, -0.712, 0.211], [-0.896, 0.286, 0.085], [-0.041, -0.479, -0.022], [-0.423, 0.532, 0.555], [-0.173, -0.618, 0.500], [0.129, 0.772, 0.064], [-0.004, -0.013, -0.111], [0.090, -0.018, 1.666], [-0.065, 0.185, -1.658], [-0.780, 0.222, -0.556], [-0.663, 0.658, 0.704], [0.355, -0.911, -0.029], [-0.351, -0.256, 0.198], [0.078, -2.465, -1.141], [1.063, 0.296, 2.334], [-0.312, 1.168, -1.551], [0.615, 0.913, 0.749], [0.262, -0.552, -0.036], [-1.228, -0.846, -0.591], [0.514, 1.715, 0.290], [-0.210, -0.148, -0.187], [-1.647, -1.485, -0.303], [-0.108, 0.306, 0.692], [-0.832, -0.030, -0.341], [0.133, 0.703, -0.444], [-0.435, -0.134, 0.161], [0.281, -0.073, -0.170], [-0.919, 0.204, -0.225], [0.573, -0.486, -0.175], [0.432, 0.230, -0.871], [0.559, -0.118, 1.095], [-0.804, -0.324, 0.101], [0.409, 0.132, 0.118], [0.526, -0.324, 0.425], [0.994, 0.794, 0.712], [0.157, 0.561, -0.555], [0.616, -1.194, 0.326], [0.040, -1.703, -0.517], [-0.124, 2.046, 0.082], [2.298, -0.451, -1.277], [-0.807, 0.001, -0.633], [1.804, -1.067, 0.233], [-1.697, 0.177, 0.910], [0.784, -0.740, 0.244], [0.665, -0.275, -0.217], [0.054, 0.543, 0.871], [-0.533, 0.883, -0.144], [-0.200, -0.010, -0.451], [-0.500, -0.604, 0.435], [-0.172, -0.071, 0.006], [-0.787, 0.381, 0.011], [-0.318, 0.350, 0.983], [0.097, 0.042, 0.075], [-0.447, 0.307, -0.077], [-0.579, 1.022, -0.093], [0.474, -0.493, -0.999], [-0.927, 0.189, 0.937], [0.248, -0.119, -0.687], [-0.001, 0.815, -0.181], [-0.824, 1.610, -1.757], [1.021, -1.006, 0.966], [-0.568, 1.120, 0.283], [0.511, -1.410, 0.763], [-0.035, 0.808, -0.495], [2.111, 0.919, -2.770], [-0.243, -2.620, 2.439], [0.372, 0.869, -0.305], [-2.082, -1.168, 0.728], [0.507, -0.377, 0.151], [0.770, 0.444, -0.237], [-0.063, -0.432, 0.956], [-0.454, -0.219, -0.455], [0.101, -0.323, -0.145], [-0.928, 0.154, 0.550], [-0.254, -0.663, -0.351], [-0.841, -0.620, 0.724], [-0.577, 0.377, 1.210], [0.031, 0.771, -1.328], [0.551, 1.157, -0.336], [0.356, 0.987, -0.030], [0.252, -0.188, 0.234], [0.261, 0.292, -0.831]], "mulliken_charge": [-0.552, 1.170, -0.795, -0.649, -0.462, 0.557, -0.787, 0.406, 0.351, 0.387, -0.075, -0.809, 0.576, 0.321, 0.355, -0.169, 1.283, -0.870, -0.350, 0.318, -1.123, -0.339, -0.114, 0.313, 0.538, -0.360, 0.190, 0.405, 0.001, 0.564, -0.433, 1.164, -0.746, -0.703, -0.917, -0.769, 0.529, 0.162, 0.542, 0.272, 0.415, 0.318, 0.369, -0.706, 0.490, -0.753, 0.934, -0.427, -0.685, -0.812, 0.597, -0.144, 0.419, 0.212, 0.234, 0.463, -0.461, 0.093, 0.415, -0.089, -0.686, 1.120, -0.607, -0.968, -0.107, -0.935, 0.349, 0.329, 0.490, -0.136, 0.424, 0.449, 0.281, 0.366, -0.208, -0.290, 0.234, -0.432, 0.614, 0.261, 0.414, 0.942, -0.665, 0.227, 0.115, -0.568, -0.264, -0.096, -0.407, -0.623, -0.712, -0.338, -0.822, 0.655, -0.489, 0.628, -0.623, 0.107, -0.685, 0.267, 0.325, 0.226, 0.395, 0.237, -0.036, 0.041, 0.150, -0.384, 0.660, -0.032, -0.014, 0.338, 0.204, -0.680, 0.411, -0.823, -0.092, -0.447, -0.867, -0.487, -0.159, -0.502, -0.444, 0.302, 0.521, 0.560, 0.130, 0.348, 0.088, 0.399, 0.484, 0.346, 0.352, 0.459, -0.117, 0.298, -0.821, -0.230, -0.592, -0.621, -0.258, -0.639, -0.528, 0.037, 0.733, 0.267, 0.401, 0.227, 0.574, 0.203, 0.172, 0.560, 0.385, 0.161, 0.142, 0.419, 0.126, 0.406, -1.219, -0.769, -0.317, -0.733, 0.844, -0.447, 0.963, -1.221, 0.335, -0.854, 0.292, 0.284, 0.257, 0.312, 0.488, -0.143, -0.249, 0.152, -0.513, 0.248, 0.474, 0.176, 0.376, 0.208, -0.980, -0.474, 2.143, -1.010, -0.274, -0.544, -0.589, -0.029, -0.012, 0.261, 0.430, 0.421, -1.360, -0.085, 0.444, 0.299, 0.099, 0.374, 0.340, 0.435, 0.079, -0.465, 0.359], "lumo_ev": 0.44, "homo_ha": -0.3425, "orbital_gap_ha": 0.359, "smiles": "O=S1(=O)CCCC1.O=S1(=O)CCCC1.O=S1(=O)CCCC1.O=S1(=O)CCCC1.O=S1(=O)CCCC1.O=S1(=O)CCCC1.COCCOCCOC.COCCOCCOC.COCCOCCOC.COCCOCCOC.COCCOCCOC"}